{
  "formula": "C5H12N2",
  "method": "ωB97M-V/def2-TZVPD",
  "smiles": "CN/C=C/CCN",
  "charge": 0,
  "e_homo_ev": -7.667,
  "orbital_gap_ev": 8.62,
  "lumo_energy_ev": 0.95,
  "symbols": ["C", "N", "C", "C", "C", "C", "N", "H", "H", "H", "H", "H", "H", "H", "H", "H", "H", "H", "H"],
  "positions_angstrom": [[-0.666001, -2.780853, -0.729338], [-1.147527, -1.987078, 0.397878], [-0.610030, -0.723280, 0.573817], [0.408944, -0.204627, -0.191750], [1.389990, 0.785457, 0.329314], [0.972650, 2.305581, 0.222916], [-0.308384, 2.579007, -0.506539], [-1.140035, -3.768417, -0.641119], [-0.589662, -2.257248, -1.662951], [0.356374, -3.185478, -0.502301], [-1.185903, -2.487921, 1.263414], [-0.723685, -0.178704, 1.500172], [0.288207, -0.292252, -1.267710], [2.375603, 0.751164, -0.162313], [1.647163, 0.661618, 1.399744], [0.943557, 2.839734, 1.178499], [1.739276, 2.894413, -0.292223], [-0.970406, 2.049581, 0.043973], [-0.163402, 2.308155, -1.463526]],
  "forces_ev_per_angstrom": [[1.4, -1.7, 2.4], [-1.0, 1.0, -0.9], [3.2, 0.0, -0.4], [-1.6, 0.0, 0.1], [0.4, 2.1, 0.8], [-0.3, 1.0, -1.1], [1.7, 0.5, 1.8], [-0.9, 0.6, -1.1], [-0.7, -0.1, -0.4], [0.1, 1.0, -0.2], [-0.3, -0.2, 0.1], [-0.4, -0.8, 0.7], [0.9, -0.7, -0.1], [-0.5, -0.6, -0.2], [-0.4, -0.5, -0.4], [-0.4, -0.6, 0.2], [0.1, -0.3, -0.2], [-0.6, -0.2, -1.1], [-0.7, -0.5, -0.1]],
  "mulliken_charge": [-0.85, -0.30, -0.18, -0.37, -0.58, -0.70, -0.62, 0.30, 0.27, 0.35, 0.27, 0.37, 0.24, 0.33, 0.24, 0.33, 0.34, 0.29, 0.28]
}

---

{
  "formula": "C5H12N2",
  "method": "ωB97M-V/def2-TZVPD",
  "charge": 0,
  "e_homo_ev": -8.536,
  "orbital_gap_ev": 9.55,
  "lumo_energy_ev": 1.02,
  "symbols": ["C", "C", "C", "C", "C", "N", "N", "H", "H", "H", "H", "H", "H", "H", "H", "H", "H", "H", "H"],
  "positions_angstrom": [[1.961455, 0.289397, 1.140741], [1.065567, -0.339232, 0.357988], [1.185433, -1.427753, -0.608889], [-0.380967, 1.600444, -1.050263], [-0.597020, 0.598112, 0.041892], [-2.241988, -1.033072, 0.806990], [-1.554817, -0.404106, -0.225972], [1.568964, 1.088825, 1.888618], [2.947384, 0.043095, 1.366816], [1.338402, -0.986837, -1.717346], [2.130059, -1.966100, -0.464773], [0.247418, -1.918610, -0.618973], [0.511224, 2.292247, -0.716223], [-0.055056, 1.008819, -1.881340], [-1.322206, 2.242785, -1.290420], [-0.696130, 1.019838, 1.084694], [-1.627955, -1.775822, 1.242113], [-2.276016, -0.434590, 1.566963], [-2.203753, 0.102569, -0.922607]],
  "forces_ev_per_angstrom": [[-3.5, 1.0, 1.2], [-1.6, 3.7, -0.4], [2.0, 1.7, -2.5], [0.5, 1.9, 1.0], [3.5, -1.8, 3.8], [1.1, -2.4, 0.0], [-1.2, 1.8, -3.4], [0.6, -1.1, -1.6], [1.6, -0.9, -0.1], [-0.6, -0.7, 2.3], [-0.6, -0.6, 0.2], [-0.6, -1.3, -0.2], [-1.9, -1.2, -0.8], [0.1, 0.1, -1.0], [1.6, -1.2, 0.4], [-0.2, 0.0, -0.9], [-0.7, 0.6, -1.3], [-0.6, 2.0, 1.9], [0.6, -1.8, 1.5]],
  "mulliken_charge": [-0.97, 0.67, -1.17, -1.20, -0.13, -0.72, -0.08, 0.17, 0.40, 0.19, 0.38, 0.32, 0.28, 0.40, 0.33, 0.33, 0.26, 0.27, 0.26]
}

---

{
  "formula": "C5H12N2",
  "method": "ωB97M-V/def2-TZVPD",
  "smiles": "C=C(N)C[C@@H](C)N",
  "charge": 0,
  "e_homo_ev": -8.572,
  "orbital_gap_ev": 9.62,
  "lumo_energy_ev": 1.05,
  "symbols": ["C", "C", "N", "C", "C", "C", "N", "H", "H", "H", "H", "H", "H", "H", "H", "H", "H", "H", "H"],
  "positions_angstrom": [[1.798704, -1.112640, 0.853041], [1.127938, 0.067558, 0.698815], [1.864162, 1.244508, 0.601627], [-0.402030, 0.246410, 0.782829], [-1.019223, 0.513535, -0.575197], [-0.706584, -0.696903, -1.401017], [-2.442417, 0.658119, -0.416511], [2.863309, -0.925284, 0.567926], [1.554187, -2.012943, 1.336556], [2.824846, 1.065166, 0.800821], [1.786947, 1.617359, -0.263854], [-0.500256, 0.799336, 1.713287], [-0.718986, -0.811089, 0.953123], [-0.553626, 1.429327, -1.034936], [-0.721212, -1.683666, -1.004469], [-1.507601, -0.902452, -2.085776], [0.262295, -0.650476, -1.870868], [-2.815113, -0.226057, 0.144921], [-2.695343, 1.380195, 0.199678]],
  "forces_ev_per_angstrom": [[1.3, 3.2, -0.9], [-0.6, -2.2, 1.1], [0.0, -0.9, 2.2], [2.7, -2.6, 0.7], [0.6, 0.8, 1.2], [-0.2, -0.3, -1.6], [-1.9, -3.2, 0.3], [-0.6, -0.9, 0.7], [-0.8, -1.0, 0.0], [0.6, 0.0, 0.1], [-0.4, 2.0, -3.2], [-1.0, 0.8, -0.4], [-0.2, 0.8, 0.5], [-0.8, -0.7, 0.2], [0.3, -0.6, 1.9], [-0.2, 0.8, -1.2], [0.2, 0.2, -0.5], [1.1, 2.2, -1.7], [-0.1, 1.4, 0.8]],
  "mulliken_charge": [-1.10, 0.60, -0.56, -0.73, 0.40, -1.60, -0.80, 0.20, 0.32, 0.26, 0.20, 0.36, 0.24, 0.38, 0.38, 0.50, 0.37, 0.30, 0.28]
}

---

{
  "formula": "C5H12N2",
  "method": "ωB97M-V/def2-TZVPD",
  "smiles": "C=C(CCN)NC",
  "charge": 0,
  "e_homo_ev": -7.527,
  "orbital_gap_ev": 8.56,
  "lumo_energy_ev": 1.03,
  "symbols": ["C", "C", "C", "C", "N", "N", "C", "H", "H", "H", "H", "H", "H", "H", "H", "H", "H", "H", "H"],
  "positions_angstrom": [[0.801229, 1.926861, 0.136526], [-0.056412, 0.868685, 0.077520], [-0.083209, -0.191817, 1.141604], [0.438049, -1.516872, 0.600136], [1.863054, -1.508226, 0.204747], [-0.843205, 0.757895, -1.073100], [-2.098216, -0.015531, -1.050880], [1.167414, 2.291751, 1.082981], [1.094119, 2.407348, -0.791267], [0.518192, 0.181227, 1.972365], [-1.152190, -0.169991, 1.426455], [-0.084287, -1.747770, -0.328761], [0.297863, -2.307420, 1.330595], [2.548577, -1.636522, 0.939525], [2.007756, -0.548985, -0.111869], [-0.603929, 1.302609, -1.880074], [-1.848981, -1.070185, -1.180544], [-2.655749, 0.198172, -0.143263], [-2.629398, 0.297132, -1.948683]],
  "forces_ev_per_angstrom": [[-0.3, -1.0, 0.0], [1.2, 2.0, -1.2], [-1.4, 1.3, -0.2], [0.8, -0.4, -0.1], [-0.3, 0.9, -0.2], [-0.2, -1.6, 1.1], [1.6, 0.5, -1.1], [0.7, -0.4, -0.1], [-0.4, 0.6, 0.2], [-0.1, -0.2, 0.0], [0.4, -1.0, 0.5], [-0.3, -0.2, 0.3], [-0.3, -0.2, 0.0], [-0.5, -0.1, 0.4], [0.4, -0.2, -0.3], [-0.1, 0.2, 0.2], [-0.5, -0.2, 0.3], [-0.2, -0.2, -0.1], [-0.4, -0.1, 0.2]],
  "mulliken_charge": [-0.93, 0.48, -0.79, -0.30, -0.68, -0.19, -0.92, 0.28, 0.24, 0.33, 0.30, 0.22, 0.34, 0.25, 0.26, 0.19, 0.28, 0.27, 0.36]
}

---

{
  "formula": "C5H12N2",
  "method": "ωB97M-V/def2-TZVPD",
  "smiles": "[H]/N=C/C.C/C=N/C",
  "charge": 0,
  "e_homo_ev": -9.477,
  "orbital_gap_ev": 10.64,
  "lumo_energy_ev": 1.17,
  "symbols": ["H", "N", "C", "C", "H", "H", "H", "H", "C", "C", "N", "C", "H", "H", "H", "H", "H", "H", "H"],
  "positions_angstrom": [[0.987250, 2.574505, 0.411862], [0.244603, 2.102452, 0.923159], [-0.742200, 1.750316, 0.234171], [-1.895564, 1.051211, 0.861523], [-0.841364, 1.922541, -0.847073], [-1.716581, 0.913197, 1.923696], [-2.041129, 0.084749, 0.381759], [-2.803475, 1.634801, 0.714855], [2.085989, -0.564794, 0.804034], [0.928664, -1.132793, 0.069406], [0.775675, -0.955341, -1.162578], [-0.354962, -1.503501, -1.842497], [2.565096, -1.334061, 1.406700], [1.726355, 0.218357, 1.472532], [2.801045, -0.139984, 0.105997], [0.209458, -1.705973, 0.678959], [-0.897524, -0.687800, -2.322733], [-1.038605, -2.061166, -1.184626], [0.007271, -2.166715, -2.629145]],
  "forces_ev_per_angstrom": [[-0.2, 0.0, -0.3], [0.5, 0.2, 0.6], [-0.3, 0.0, -0.5], [0.0, 0.0, 0.0], [0.2, 0.1, 0.1], [0.0, 0.0, 0.1], [-0.1, -0.1, 0.0], [-0.1, 0.0, 0.0], [0.1, 0.0, 0.1], [-0.1, -0.1, 0.3], [0.5, 0.3, -0.2], [-0.3, -0.2, 0.0], [0.1, 0.0, 0.1], [0.0, 0.0, 0.1], [0.1, 0.0, 0.0], [-0.1, 0.0, -0.2], [-0.1, -0.1, -0.1], [0.0, 0.0, -0.1], [-0.1, 0.0, 0.0]],
  "mulliken_charge": [0.24, -0.64, 0.16, -0.97, 0.35, 0.29, 0.20, 0.35, -1.15, 0.19, -0.42, -0.75, 0.35, 0.30, 0.29, 0.35, 0.23, 0.31, 0.31]
}

---

{
  "formula": "C5H12N2",
  "method": "ωB97M-V/def2-TZVPD",
  "charge": 0,
  "e_homo_ev": -7.843,
  "orbital_gap_ev": 8.78,
  "lumo_energy_ev": 0.94,
  "symbols": ["C", "C", "C", "C", "C", "N", "N", "H", "H", "H", "H", "H", "H", "H", "H", "H", "H", "H", "H"],
  "positions_angstrom": [[1.367821, 0.719925, 0.116405], [0.575047, -1.214234, -0.469093], [0.834228, 1.603484, -0.891157], [-1.623197, -1.283895, 0.744732], [-0.798319, -0.910134, -0.467597], [1.057605, 0.984664, 1.441519], [-1.257506, -0.071216, -1.382085], [2.362714, 0.314532, -0.015736], [1.312276, 0.272381, 2.108808], [0.128897, 1.344158, 1.608528], [-2.224746, 0.200070, -1.215506], [0.950367, -1.909229, 0.273989], [1.067446, -1.237011, -1.433825], [1.392387, 1.586609, -1.823655], [0.640682, 2.618554, -0.547373], [-0.260988, 1.107499, -1.223512], [-1.227201, -2.167498, 1.245889], [-2.657547, -1.498790, 0.464185], [-1.639965, -0.459868, 1.465488]],
  "forces_ev_per_angstrom": [[-0.2, -1.5, 0.0], [0.7, 1.0, 0.0], [-1.5, -0.3, -0.7], [-0.1, -0.2, -0.1], [-0.7, 1.1, -0.2], [0.0, 0.1, 0.1], [0.0, -1.1, 0.2], [0.0, 0.0, 0.1], [0.0, 0.0, -0.1], [0.0, 0.0, -0.1], [0.0, -0.1, 0.1], [0.0, 0.0, 0.0], [0.0, 0.0, 0.0], [0.1, 0.1, 0.1], [0.1, 0.0, 0.1], [1.4, 0.8, 0.4], [0.0, 0.0, 0.0], [0.1, 0.1, 0.0], [0.0, 0.0, 0.0]],
  "mulliken_charge": [0.01, -1.16, -1.04, -1.33, 0.94, -0.52, -0.75, 0.38, 0.27, 0.24, 0.17, 0.38, 0.41, 0.31, 0.37, 0.32, 0.36, 0.37, 0.26]
}